A single C3H2F2N2O molecule at a distorted geometry. Source: the Open Molecules 2025 dataset; level of theory: ωB97M-V/def2-TZVPD.

Structure (ORCA input):
```
! RIJCOSX wB97M-V def2-TZVPD def2/J DEFGRID3
* xyz 0 3
F 1.86 2.37 -0.47
F 3.72 -0.06 0.45
O 2.27 -2.22 -0.28
N 1.63 1.29 0.38
N 2.57 0.04 -0.31
C 0.34 0.68 0.15
C 0.41 -0.65 0.06
C 1.80 -1.12 -0.14
H -0.52 -1.35 0.20
H -0.54 1.17 0.12
*
```

Energy above the lowest of the compared OMol25 structures with the same formula, charge and spin ... 224.4 kJ/mol
HOMO energy (alpha / beta) ... -6.79 / -10.34 eV